1.
ORCA calculation (ωB97M-V/def2-TZVPD) on a structure of composition C42H41N5O2RuS2.

Positions of all 93 atoms, in Å:
1 Ru 1.425 1.133 0.162
2 C 4.045 2.183 -1.230
3 N 3.658 1.329 -0.070
4 C 4.496 0.105 -0.182
5 C 4.038 1.974 1.219
6 C 3.236 3.226 1.272
7 C 3.720 4.429 1.763
8 C 3.022 5.604 1.528
9 C 1.871 5.575 0.757
10 C 1.364 4.365 0.295
11 C 2.023 3.177 0.592
12 H 5.124 2.349 -1.198
13 H 3.532 3.136 -1.214
14 H 3.790 1.658 -2.147
15 H 5.542 0.420 -0.156
16 H 4.334 -0.404 -1.128
17 H 4.311 -0.567 0.652
18 H 5.111 2.184 1.218
19 H 3.834 1.268 2.028
20 H 4.666 4.452 2.290
21 H 3.400 6.544 1.905
22 H 1.359 6.495 0.508
23 H 0.463 4.371 -0.307
24 S -0.499 -0.324 0.041
25 C -1.932 0.439 0.495
26 N -3.124 0.011 0.196
27 C -4.309 0.730 0.683
28 C -4.042 1.301 2.049
29 N -2.784 2.068 2.046
30 C -2.741 3.243 2.949
31 C -3.734 4.279 2.492
32 C -4.812 4.625 3.296
33 C -5.723 5.579 2.863
34 C -5.561 6.180 1.624
35 C -4.483 5.836 0.817
36 C -3.570 4.889 1.251
37 C -1.775 1.654 1.338
38 S -0.247 2.421 1.347
39 C -3.369 -1.191 -0.633
40 C -3.852 -2.337 0.220
41 C -5.128 -2.853 0.039
42 C -5.572 -3.909 0.826
43 C -4.744 -4.443 1.800
44 C -3.466 -3.927 1.988
45 C -3.020 -2.880 1.199
46 H -5.128 0.014 0.739
47 H -4.568 1.510 -0.037
48 H -3.962 0.514 2.804
49 H -4.841 1.984 2.330
50 H -1.725 3.629 2.957
51 H -2.978 2.879 3.950
52 H -4.936 4.161 4.268
53 H -6.557 5.853 3.495
54 H -6.271 6.924 1.288
55 H -4.352 6.315 -0.144
56 H -2.718 4.635 0.628
57 H -2.445 -1.431 -1.157
58 H -4.122 -0.913 -1.372
59 H -5.775 -2.443 -0.728
60 H -6.564 -4.313 0.674
61 H -5.090 -5.265 2.412
62 H -2.817 -4.349 2.744
63 H -2.015 -2.495 1.337
64 O 1.405 0.765 -1.889
65 C 1.788 -0.441 -1.719
66 N 2.059 -1.420 -2.559
67 C 2.427 -2.634 -1.789
68 C 2.408 -2.076 -0.328
69 O 2.715 -2.662 0.665
70 N 1.961 -0.765 -0.423
71 C 1.349 -3.692 -1.989
72 C 1.370 -4.446 -3.159
73 C 0.357 -5.354 -3.424
74 C -0.681 -5.522 -2.516
75 C -0.698 -4.783 -1.344
76 C 0.313 -3.869 -1.079
77 C 3.826 -3.122 -2.127
78 C 4.633 -2.478 -3.057
79 C 5.907 -2.963 -3.331
80 C 6.379 -4.084 -2.670
81 C 5.574 -4.728 -1.738
82 C 4.302 -4.254 -1.469
83 H 1.877 -1.406 -3.550
84 H 2.193 -4.340 -3.857
85 H 0.386 -5.941 -4.332
86 H -1.465 -6.240 -2.717
87 H -1.493 -4.928 -0.622
88 H 0.303 -3.327 -0.142
89 H 4.282 -1.600 -3.585
90 H 6.524 -2.463 -4.066
91 H 7.370 -4.463 -2.884
92 H 5.938 -5.606 -1.222
93 H 3.675 -4.761 -0.747

Its spin multiplicity is 1. The value obtained for the molecular weight is 813.0 g/mol. Its gap between HOMO and LUMO is 6.046 eV. The net charge is +2. The calculation puts the lowest unoccupied orbital energy at -0.264 Ha. The energy above the lowest of the compared OMol25 structures with the same formula, charge and spin is 182.6 kJ/mol.

2.
ORCA calculation (ωB97M-V/def2-TZVPD) on a structure of composition C42H41NO2P2S2W.

Positions of all 91 atoms, in Å:
1 W 0.427 -0.591 -4.530
2 C -2.036 0.075 -1.437
3 C -2.202 -0.213 -2.764
4 C -2.768 0.764 -3.771
5 C -1.974 2.071 -3.761
6 C -0.472 1.813 -3.643
7 C 0.067 2.085 -2.377
8 C -0.799 2.349 -1.259
9 C -2.042 1.431 -0.920
10 C 2.139 -1.682 -4.467
11 H -1.894 -0.792 -0.797
12 H -2.024 -1.277 -3.079
13 H -3.821 0.938 -3.542
14 H -2.773 0.481 -4.831
15 H -2.119 2.661 -4.690
16 H -2.246 2.766 -2.945
17 H 0.035 2.242 -4.512
18 H 1.162 2.185 -2.248
19 H -1.074 3.389 -1.107
20 H -0.079 1.973 -0.411
21 H -2.087 1.284 0.155
22 H -2.975 1.893 -1.276
23 H 1.739 -2.449 -3.778
24 H 3.205 -1.501 -4.405
25 H 1.830 -1.859 -5.558
26 P -0.754 -1.779 -6.042
27 P 1.154 0.813 -6.345
28 C -1.396 -0.158 -6.524
29 C -0.547 0.966 -6.756
30 C -0.451 -2.548 -7.804
31 C -1.297 -2.195 -8.842
32 C -1.070 -2.596 -10.171
33 C -0.007 -3.417 -10.515
34 C 0.741 -3.950 -9.463
35 C 0.488 -3.551 -8.137
36 C -2.180 -2.948 -5.594
37 C -3.210 -2.335 -4.861
38 C -4.429 -2.963 -4.660
39 C -4.610 -4.271 -5.116
40 C -3.553 -4.944 -5.802
41 C -2.311 -4.299 -6.033
42 C 2.050 0.876 -8.181
43 C 2.104 -0.291 -8.944
44 C 2.711 -0.308 -10.211
45 C 3.262 0.852 -10.764
46 C 3.189 2.031 -10.000
47 C 2.638 2.040 -8.699
48 C 1.740 2.565 -6.022
49 C 2.933 2.704 -5.284
50 C 3.227 3.944 -4.711
51 C 2.359 5.031 -4.880
52 C 1.302 4.931 -5.798
53 C 1.016 3.703 -6.421
54 H -2.498 -0.092 -6.438
55 H -0.813 1.798 -7.394
56 H -2.156 -1.612 -8.546
57 H -1.717 -2.221 -10.936
58 H 0.286 -3.607 -11.554
59 H 1.524 -4.672 -9.685
60 H 0.979 -4.044 -7.298
61 H -3.136 -1.325 -4.459
62 H -5.220 -2.359 -4.180
63 H -5.584 -4.740 -4.963
64 H -3.736 -5.964 -6.177
65 H -1.495 -4.780 -6.615
66 H 1.707 -1.216 -8.548
67 H 2.781 -1.232 -10.784
68 H 3.749 0.845 -11.765
69 H 3.619 2.949 -10.389
70 H 2.742 2.937 -8.068
71 H 3.619 1.850 -5.113
72 H 4.149 4.070 -4.148
73 H 2.556 5.981 -4.361
74 H 0.708 5.795 -6.083
75 H 0.237 3.664 -7.200
76 O -0.957 2.020 2.362
77 S 0.400 1.617 2.089
78 O 1.473 2.580 2.199
79 N 0.426 1.063 0.353
80 C 0.813 -0.135 0.183
81 S 0.378 -0.636 -2.055
82 C 1.235 -0.779 1.412
83 C 1.830 -2.025 1.722
84 C 1.821 -2.528 3.034
85 C 1.143 -1.845 4.058
86 C 0.674 -0.550 3.827
87 C 0.816 -0.021 2.546
88 H 2.357 -2.584 0.935
89 H 2.337 -3.469 3.252
90 H 0.964 -2.312 5.014
91 H 0.173 0.024 4.631

Its spin multiplicity is 3. The value obtained for the molecular weight is 901.7 g/mol. Its gap between HOMO and LUMO (spin up / spin down) is 5.608 / 5.416 eV. The net charge is +2. The calculation puts the lowest unoccupied orbital energy (spin up / spin down) at -0.270 / -0.270 Ha. The energy above the lowest of the compared OMol25 structures with the same formula, charge and spin is 750.6 kJ/mol.

3.
ORCA calculation (ωB97M-V/def2-TZVPD) on a cluster of 6 separate species, C42H42IN4O13S in total.

Positions of all 103 atoms, in Å:
1 C -2.615 -0.809 4.155
2 C -1.051 -0.834 3.670
3 N -0.104 -1.591 4.573
4 C 0.933 -0.706 5.224
5 C 2.258 -0.382 4.326
6 C 2.220 -0.902 2.777
7 C 1.546 0.185 1.731
8 N 1.649 -0.629 0.460
9 I 0.836 0.355 -1.159
10 C 2.291 -1.990 0.622
11 S 2.547 -3.242 -0.751
12 C 3.083 -2.320 -2.306
13 O 1.237 -4.077 -0.989
14 O 3.732 -4.191 -0.355
15 N 2.684 -2.170 2.096
16 C 3.379 -3.312 2.802
17 C 2.437 -4.612 3.127
18 N 1.342 -4.849 2.098
19 C -0.894 -2.283 5.705
20 C -1.537 -3.809 5.530
21 O -1.161 -1.687 6.890
22 H -3.155 -1.857 4.130
23 H -2.714 -0.239 5.174
24 H -3.198 -0.140 3.356
25 H -0.662 0.258 3.507
26 H -0.986 -1.366 2.603
27 H 1.318 -1.300 6.185
28 H 0.396 0.263 5.628
29 H 3.214 -0.767 4.918
30 H 2.361 0.806 4.282
31 H 1.101 1.264 1.929
32 H 3.936 -2.843 -2.912
33 H 3.402 -1.231 -1.934
34 H 2.094 -2.157 -2.941
35 H 4.348 -3.671 2.227
36 H 3.766 -2.889 3.842
37 H 1.946 -4.572 4.209
38 H 3.169 -5.554 3.153
39 H 1.745 -5.393 1.295
40 H 0.640 -5.456 2.608
41 H -2.685 -3.767 5.820
42 H -1.465 -4.212 4.435
43 H -0.995 -4.483 6.325
44 C -6.070 2.821 2.139
45 C -5.054 1.972 2.321
46 C -4.228 1.511 1.187
47 O -3.299 0.733 1.352
48 C -4.567 2.026 -0.155
49 C -5.583 2.875 -0.336
50 C -6.409 3.336 0.797
51 O -7.338 4.115 0.632
52 H -6.685 3.169 2.959
53 H -4.791 1.586 3.298
54 H -3.952 1.679 -0.975
55 H -5.845 3.261 -1.314
56 C -2.163 0.622 -5.446
57 C -1.994 0.170 -6.693
58 C -0.646 -0.068 -7.245
59 O -0.490 -0.479 -8.386
60 C 0.508 0.211 -6.366
61 C 0.338 0.662 -5.120
62 C -1.010 0.900 -4.567
63 O -1.166 1.311 -3.426
64 H -3.145 0.802 -5.026
65 H -2.830 -0.039 -7.349
66 H 1.489 0.030 -6.786
67 H 1.174 0.872 -4.463
68 C -1.140 2.261 -9.576
69 C -1.015 2.471 -10.890
70 C -1.983 3.307 -11.627
71 O -1.871 3.498 -12.831
72 C -3.092 3.904 -10.856
73 C -3.217 3.694 -9.542
74 C -2.249 2.857 -8.805
75 O -2.361 2.666 -7.602
76 H -0.439 1.650 -9.020
77 H -0.207 2.041 -11.470
78 H -3.793 4.515 -11.412
79 H -4.025 4.123 -8.963
80 C -2.315 7.013 2.791
81 C -2.744 5.850 3.290
82 C -4.178 5.605 3.539
83 O -4.571 4.541 3.998
84 C -5.120 6.694 3.213
85 C -4.691 7.858 2.714
86 C -3.257 8.103 2.466
87 O -2.864 9.166 2.007
88 H -1.267 7.209 2.604
89 H -2.066 5.041 3.534
90 H -6.169 6.498 3.401
91 H -5.370 8.667 2.471
92 C 7.154 -5.569 2.056
93 C 8.215 -6.368 1.905
94 C 9.587 -5.870 2.126
95 O 10.558 -6.600 1.986
96 C 9.741 -4.456 2.523
97 C 8.681 -3.657 2.674
98 C 7.309 -4.155 2.453
99 O 6.337 -3.425 2.593
100 H 6.141 -5.918 1.897
101 H 8.118 -7.407 1.615
102 H 10.754 -4.107 2.682
103 H 8.777 -2.618 2.964

Its spin multiplicity is 1. The value obtained for the molecular weight is 969.8 g/mol. Its gap between HOMO and LUMO is 7.484 eV. The net charge is +1. The calculation puts the lowest unoccupied orbital energy at -0.148 Ha.